1.
Entry from OMol25: the ion C6H8N3O with charge +1 (ωB97M-V/def2-TZVPD).

Atoms and positions in Å:
C: 0.89 1.43 0.74
C: 0.12 0.44 0.05
N: -0.91 1.15 -0.46
C: -2.16 0.66 -0.76
N: -2.38 -0.56 -0.36
C: -1.40 -1.36 0.32
C: -0.07 -0.86 0.46
N: 1.23 -1.54 0.55
C: 1.84 -1.20 -0.63
O: 1.66 -0.18 -1.38
H: 1.06 2.29 0.25
H: 1.83 1.14 1.17
H: 0.15 1.64 1.60
H: -0.68 2.21 -0.57
H: -2.82 1.42 -1.13
H: -1.90 -2.22 0.76
H: 1.05 -2.52 0.42
H: 2.47 -1.92 -1.01

Calculated values
- charge = +1
- LUMO level (eV) = -4.801
- calculated total energy (Ha) = -472.601856
- SMILES string = Cc1[nH+]cncc1NC=O
- 2S+1 = 1
- frontier orbital gap (eV) = 9.48
- ΔE to the lowest compared entry with this formula, charge and spin (kcal/mol) = 70.8

2.
Entry from OMol25: the ion C6H8N3O with charge +1 (ωB97M-V/def2-TZVPD).

Atoms and positions in Å:
C: -2.88 1.44 0.29
C: -1.85 0.80 0.40
N: -1.00 -0.18 0.06
C: -1.24 -1.54 -0.19
C: -0.08 -2.21 -0.10
C: 1.02 -1.31 0.34
N: 0.34 -0.05 0.22
C: 0.82 1.11 -0.05
N: 2.20 1.06 -0.19
O: 0.10 2.16 -0.44
H: -3.70 2.15 0.42
H: -2.30 -1.87 -0.29
H: -0.01 -3.31 -0.21
H: 1.38 -1.68 1.34
H: 1.78 -1.30 -0.42
H: 2.63 0.48 0.48
H: 2.69 1.89 -0.26
H: 0.10 2.35 -1.39

Calculated values
- charge = +1
- LUMO level (eV) = -3.720
- calculated total energy (Ha) = -472.528467
- SMILES string = C#CN1C=CCN1C(=[NH2+])O
- 2S+1 = 1
- frontier orbital gap (eV) = 8.33
- ΔE to the lowest compared entry with this formula, charge and spin (kcal/mol) = 116.8

3.
Entry from OMol25: the ion C6H8N3O2 with charge +1 (ωB97M-V/def2-TZVPD).

Atoms and positions in Å:
C: -0.89 -0.69 -0.88
C: -2.28 -0.64 -0.66
C: 2.26 -0.44 0.39
C: 0.10 1.30 0.11
C: 1.47 -0.27 -0.88
C: 2.41 0.99 0.89
N: 0.10 0.04 -0.60
N: -3.13 0.05 0.12
N: 1.16 1.70 0.66
O: 2.68 -1.42 0.89
O: -4.40 -0.38 -0.03
H: -0.63 -1.54 -1.64
H: -2.75 -1.37 -1.24
H: 1.91 0.58 -1.48
H: 1.55 -1.24 -1.32
H: 2.72 1.12 1.98
H: 3.13 1.50 0.32
H: 1.28 2.69 0.87
H: -5.04 -0.06 0.65

Calculated values
- charge = +1
- LUMO level (spin up / spin down) (eV) = -5.875 / -5.877
- calculated total energy (Ha) = -547.720335
- 2S+1 = 1
- frontier orbital gap (spin up / spin down) (eV) = 7.14 / 7.13
- ΔE to the lowest compared entry with this formula, charge and spin (kcal/mol) = 92.2

4.
Entry from OMol25: the ion C6H8N3S with charge +1 (ωB97M-V/def2-TZVPD).

Atoms and positions in Å:
S: 2.52 -1.52 -0.20
C: 1.33 -0.46 0.84
N: 1.64 0.98 0.59
C: 0.97 1.84 -0.17
N: -0.27 1.64 -0.62
C: -0.86 0.45 -0.22
N: -2.13 0.03 -0.40
C: -2.24 -1.26 -0.07
C: -1.05 -1.72 0.41
C: -0.17 -0.62 0.36
H: 2.43 -0.83 -1.34
H: 1.40 -0.62 1.84
H: 2.62 1.22 0.73
H: 1.44 2.79 -0.48
H: -0.61 2.15 -1.40
H: -2.93 0.65 -0.46
H: -3.14 -1.93 -0.15
H: -0.94 -2.78 0.75

Calculated values
- charge = +1
- LUMO level (eV) = -3.885
- calculated total energy (Ha) = -795.627686
- SMILES string = S[C@H]1[NH+]=CNc2[nH]ccc21
- 2S+1 = 1
- frontier orbital gap (eV) = 8.31
- ΔE to the lowest compared entry with this formula, charge and spin (kcal/mol) = 0.3

5.
Entry from OMol25: the ion C6H8N4O with charge +2 (ωB97M-V/def2-TZVPD).

Atoms and positions in Å:
C: 0.81 -0.99 0.51
C: 1.11 0.78 -1.12
C: -2.87 0.37 0.74
C: 1.58 -0.18 -0.06
C: -1.18 0.48 -0.54
C: 3.00 0.19 0.42
N: -0.14 0.96 -1.24
N: -2.45 -0.85 0.58
N: -2.06 1.22 0.16
N: -1.42 -0.80 -0.32
O: -1.13 -1.94 -0.95
H: 0.34 -1.85 0.86
H: 1.79 1.30 -1.75
H: -3.56 0.72 1.48
H: 3.60 0.79 -0.28
H: 3.61 -0.62 0.67
H: 2.74 0.81 1.33
H: -1.89 2.18 0.32
H: -1.88 -2.58 -0.84

Calculated values
- charge = +2
- LUMO level (spin up / spin down) (eV) = -11.003 / -11.003
- calculated total energy (Ha) = -526.788657
- 2S+1 = 1
- frontier orbital gap (spin up / spin down) (eV) = 8.12 / 8.12
- ΔE to the lowest compared entry with this formula, charge and spin (kcal/mol) = 89.3

6.
Entry from OMol25: the molecule C6H8N4O2S (ωB97M-V/def2-TZVPD).

Atoms and positions in Å:
C: -2.71 -1.31 0.14
C: -2.66 0.08 0.30
C: -1.45 -1.70 -0.27
C: -1.36 0.49 -0.01
C: -0.81 1.81 -0.03
C: 2.83 -0.92 -0.11
N: -0.66 -0.63 -0.36
N: -1.69 2.83 0.09
N: 4.05 -1.50 0.05
N: 2.66 0.18 0.68
O: 0.40 2.11 -0.18
O: 1.95 -1.42 -0.79
S: 2.27 1.62 0.25
H: -3.56 -1.94 0.31
H: -3.48 0.70 0.63
H: -1.08 -2.68 -0.50
H: -2.68 2.66 0.08
H: -1.34 3.77 0.02
H: 4.24 -2.39 -0.35
H: 4.74 -1.06 0.64
H: 0.34 -0.70 -0.60

Calculated values
- LUMO level (eV) = 0.325
- calculated total energy (Ha) = -1001.123303
- 2S+1 = 1
- frontier orbital gap (eV) = 7.89
- ΔE to the lowest compared entry with this formula, charge and spin (kcal/mol) = 0.0

7.
Entry from OMol25: the ion C6H8N5 with charge +1 (ωB97M-V/def2-TZVPD).

Atoms and positions in Å:
C: -2.46 -0.21 -0.11
N: -1.02 -0.06 -0.61
C: -0.21 0.88 -0.44
N: 0.19 1.98 -0.33
C: 1.38 2.58 0.13
N: 2.43 1.88 0.13
C: 2.46 0.55 0.08
C: 3.32 -0.33 -0.62
N: 3.00 -1.60 -0.37
C: 2.05 -1.58 0.53
N: 1.61 -0.32 0.84
H: -3.03 0.45 -0.78
H: -2.60 -1.18 -0.11
H: -2.46 0.10 0.87
H: -1.03 -0.39 -1.58
H: 1.46 3.69 0.33
H: 4.08 -0.16 -1.35
H: 1.70 -2.44 0.89
H: 1.33 -0.23 1.81

Calculated values
- charge = +1
- LUMO level (spin up / spin down) (eV) = -4.802 / -4.802
- calculated total energy (Ha) = -506.846271
- SMILES string = CNC#[N+]/C=N\c1cnc[nH]1
- 2S+1 = 1
- frontier orbital gap (spin up / spin down) (eV) = 7.44 / 7.44
- ΔE to the lowest compared entry with this formula, charge and spin (kcal/mol) = 78.7

8.
Entry from OMol25: a structure of composition C6H8N6O (ωB97M-V/def2-TZVPD).

Atoms and positions in Å:
C: -2.76 -1.03 0.50
C: 3.11 -1.18 -0.62
C: -1.10 -1.32 -0.75
C: 2.71 0.18 0.81
C: -1.32 1.98 -0.52
C: 0.32 0.23 0.69
N: -2.30 -1.64 -0.67
N: 3.74 -0.35 0.29
N: -1.84 -0.44 1.15
N: 1.81 -1.15 -0.63
N: -0.72 -0.54 0.40
N: 1.52 -0.24 0.36
O: -0.04 2.19 -0.44
H: -3.76 -0.97 0.89
H: 3.70 -1.85 -1.21
H: -0.50 -1.62 -1.52
H: 2.75 0.92 1.63
H: -1.89 2.10 0.42
H: -1.72 1.12 -1.03
H: -1.78 2.69 -1.26
H: 0.06 0.91 1.49

Calculated values
- LUMO level (spin up / spin down) (eV) = -1.134 / -1.162
- calculated total energy (Ha) = -637.043636
- 2S+1 = 1
- frontier orbital gap (spin up / spin down) (eV) = 8.08 / 6.95
- ΔE to the lowest compared entry with this formula, charge and spin (kcal/mol) = 79.3

9.
Entry from OMol25: the ion C6H8NO with charge +1 (ωB97M-V/def2-TZVPD).

Atoms and positions in Å:
C: -2.01 -1.45 -0.83
C: -2.53 -1.46 0.41
C: -1.57 1.13 -0.09
C: -0.23 1.40 0.60
C: 1.05 0.94 -0.21
C: -2.11 -0.25 -0.08
N: 1.14 -0.58 -0.49
O: -2.23 2.03 -0.46
H: -1.45 -1.90 -1.60
H: -3.07 -1.79 1.24
H: -0.14 2.48 0.50
H: -0.30 0.99 1.62
H: 1.21 1.45 -1.24
H: 1.91 1.32 0.35
H: 2.00 -0.70 -0.94
H: 1.27 -1.15 0.35

Calculated values
- charge = +1
- LUMO level (eV) = -5.265
- calculated total energy (Ha) = -363.008948
- 2S+1 = 1
- frontier orbital gap (eV) = 8.54
- ΔE to the lowest compared entry with this formula, charge and spin (kcal/mol) = 55.4

10.
Entry from OMol25: the ion C6H8NO2 with charge +1 (ωB97M-V/def2-TZVPD).

Atoms and positions in Å:
C: 1.27 2.47 0.80
C: 2.28 -0.19 -0.24
C: -0.27 -0.55 0.91
C: 0.74 -1.72 0.60
C: 0.02 0.54 -0.07
C: -0.59 0.78 -1.45
N: 0.58 1.59 0.47
O: 2.94 0.56 -0.77
O: 2.09 -1.22 0.45
H: 1.07 3.39 1.35
H: -1.24 -1.18 0.88
H: -0.06 -0.30 1.92
H: 0.60 -2.45 1.53
H: 0.42 -2.23 -0.37
H: -0.03 0.07 -2.22
H: -0.37 1.85 -1.72
H: -1.70 0.60 -1.49

Calculated values
- charge = +1
- LUMO level (spin up / spin down) (eV) = -4.852 / -4.851
- calculated total energy (Ha) = -438.243352
- 2S+1 = 1
- frontier orbital gap (spin up / spin down) (eV) = 8.08 / 8.09
- ΔE to the lowest compared entry with this formula, charge and spin (kcal/mol) = 59.5

11.
Entry from OMol25: the ion C6H8NS with charge +1 (ωB97M-V/def2-TZVPD).

Atoms and positions in Å:
C: -0.64 -0.81 1.50
C: 0.03 0.47 1.66
C: 0.80 0.93 0.48
N: 0.67 0.49 -0.70
C: 0.43 0.24 -1.85
C: 0.27 0.16 -3.13
C: 0.94 0.98 -4.00
S: 1.85 2.30 -3.50
H: 0.06 -1.62 1.83
H: -0.90 -1.02 0.40
H: -1.61 -0.84 2.17
H: 0.54 0.84 2.58
H: -0.79 1.21 1.50
H: 1.69 1.50 0.52
H: -0.34 -0.63 -3.57
H: 0.82 0.76 -5.01

Calculated values
- charge = +1
- LUMO level (eV) = -6.393
- calculated total energy (Ha) = -685.970270
- SMILES string = CCC=[N+]=C=CC=S
- 2S+1 = 1
- frontier orbital gap (eV) = 6.63
- ΔE to the lowest compared entry with this formula, charge and spin (kcal/mol) = 63.3

12.
Entry from OMol25: a cluster of 2 separate species, C6H8O2 in total (ωB97M-V/def2-TZVPD).

Atoms and positions in Å:
O: 1.34 1.73 0.05
C: 0.68 0.67 0.53
C: -0.32 0.03 -0.17
C: -1.18 -0.85 0.51
C: -0.88 -1.23 1.81
C: 0.07 -0.52 2.53
C: 0.85 0.43 1.90
H: 1.28 1.93 -0.89
H: -0.43 0.24 -1.23
H: -2.19 -1.09 0.11
H: -1.52 -1.97 2.26
H: 0.17 -0.80 3.57
H: 1.68 0.91 2.42
O: -0.17 0.10 -4.20
H: -0.16 0.38 -5.12
H: 0.78 0.03 -4.09

Calculated values
- LUMO level (eV) = 0.480
- calculated total energy (Ha) = -383.886915
- SMILES string = Oc1ccccc1.O
- 2S+1 = 1
- frontier orbital gap (eV) = 8.89
- ΔE to the lowest compared entry with this formula, charge and spin (kcal/mol) = 14.6